ORCA calculation (ωB97M-V/def2-TZVPD) on a molecular structure, C8H23BBaN3OP.

```
38
C8H23BBaN3OP ωB97M-V/def2-TZVPD
H -0.5680 2.5034 -0.9173
C -3.0222 -0.9052 1.3632
O -0.0853 -0.6512 -2.4045
N 4.9012 -0.2353 -0.7653
C 3.7576 1.6008 -0.5727
H -1.1102 1.2759 0.9728
H -2.7827 2.2044 1.0314
C -3.2456 -0.6076 -1.2605
H 0.8088 4.2069 1.2456
H -4.1741 1.1776 0.5311
C 3.6369 -0.5817 -0.4780
N -0.1374 3.4176 -0.6839
Ba 0.9449 -0.5975 1.0974
H 0.8417 3.3827 -0.9916
N 2.9040 0.5139 -0.2779
H -4.2615 -0.5116 -0.8825
H -1.2433 4.2421 1.1703
H 5.6303 -0.8839 -1.0386
C 3.3387 -2.0358 -0.5436
P -2.1153 0.1127 0.0609
H -3.0563 -1.6584 -1.4869
H -2.7555 -0.5081 2.3608
H -0.6117 4.1528 -1.2274
H -0.5396 -2.5598 0.6967
C 5.0164 1.1293 -0.8422
H 3.8823 -2.5448 0.2727
H -0.2908 2.4869 1.4347
H -2.7778 -1.9865 1.3034
C 0.1971 -0.5174 -1.2738
H -4.1020 -0.7340 1.1480
H 2.2583 -2.2887 -0.5243
H 5.9492 1.6510 -1.0213
C -3.1934 1.5741 0.2461
H 3.7171 -2.3913 -1.5172
H -3.1749 -0.0638 -2.2007
H 3.4341 2.6195 -0.6489
H -3.2621 2.1424 -0.6928
B -0.2173 3.6407 0.9553
```

Its net charge is +1. The HOMO-LUMO gap (spin up / spin down) comes out at 6.7 / 6.3 eV. As for the multiplicity: 2. The energy above the lowest of the compared OMol25 structures with the same formula, charge and spin comes out at 54.1 kcal/mol.